No. 1
C24H72N6O9 | ωB97M-V/def2-TZVPD

Each line ends with the Mulliken charge.
Geometry (Å):
C1 -21.516 18.487 -23.584  -0.747
O1 -22.734 19.141 -23.359  -0.322
C2 -22.807 19.874 -22.087  -0.841
C3 -23.642 19.296 -21.039  0.720
C4 -25.121 19.185 -21.431  -1.428
N1 -23.480 20.004 -19.738  -0.761
H1 -21.577 17.413 -23.404  0.269
H2 -20.597 18.845 -23.120  0.332
H3 -21.292 18.553 -24.649  0.249
H4 -21.847 20.212 -21.698  0.408
H5 -23.166 20.886 -22.279  0.380
H6 -23.368 18.249 -20.905  0.137
H7 -25.165 18.622 -22.364  0.339
H8 -25.605 20.160 -21.477  0.352
H9 -25.634 18.606 -20.664  0.385
H10 -22.610 19.904 -19.234  0.248
H11 -24.123 19.428 -19.213  0.280
C5 -17.461 12.863 -18.423  -0.819
O2 -18.772 13.210 -17.998  -0.302
C6 -18.857 14.102 -16.940  -0.715
C7 -20.234 14.759 -16.908  0.437
C8 -20.444 15.756 -15.703  -1.526
N2 -21.301 13.768 -16.788  -0.691
H12 -17.589 11.822 -18.718  0.282
H13 -16.848 12.711 -17.534  0.364
H14 -17.035 13.384 -19.281  0.257
H15 -18.682 13.470 -16.069  0.361
H16 -18.086 14.870 -17.007  0.419
H17 -20.347 15.346 -17.820  0.241
H18 -19.594 16.419 -15.541  0.364
H19 -20.626 15.420 -14.682  0.357
H20 -21.297 16.432 -15.760  0.349
H21 -21.365 13.493 -17.758  0.339
H22 -20.857 12.949 -16.398  0.282
C9 -32.478 27.508 -19.644  -0.708
O3 -31.814 26.283 -19.427  -0.347
C10 -31.782 25.909 -18.002  -0.638
C11 -31.023 24.580 -17.738  0.508
C12 -31.577 23.259 -18.406  -1.362
N3 -30.921 24.312 -16.248  -0.753
H23 -33.112 27.538 -20.529  0.249
H24 -31.732 28.284 -19.818  0.250
H25 -33.113 27.781 -18.801  0.323
H26 -31.295 26.767 -17.537  0.343
H27 -32.803 25.947 -17.622  0.360
H28 -30.025 24.681 -18.164  0.175
H29 -31.043 22.325 -18.229  0.403
H30 -31.485 23.507 -19.464  0.319
H31 -32.580 22.942 -18.121  0.341
H32 -30.497 23.400 -16.151  0.276
H33 -30.190 24.941 -15.947  0.261
C13 -23.481 29.664 -12.041  -0.680
O4 -23.807 28.986 -13.208  -0.377
C14 -23.210 27.721 -13.400  -0.735
C15 -24.078 26.607 -12.954  0.553
C16 -23.562 25.201 -13.109  -1.203
N4 -25.355 26.696 -13.660  -0.723
H34 -22.409 29.828 -11.931  0.296
H35 -23.882 29.145 -11.170  0.289
H36 -23.958 30.636 -12.166  0.244
H37 -22.983 27.625 -14.461  0.312
H38 -22.274 27.785 -12.844  0.422
H39 -24.355 26.774 -11.913  0.129
H40 -23.840 24.641 -14.002  0.324
H41 -23.832 24.596 -12.244  0.300
H42 -22.472 25.189 -13.064  0.315
H43 -25.485 27.671 -13.888  0.284
H44 -25.274 26.299 -14.586  0.248
C17 -33.286 16.414 -7.566  -0.777
O5 -33.692 17.762 -7.867  -0.333
C18 -33.301 18.172 -9.227  -0.759
C19 -33.204 19.681 -9.358  0.649
C20 -34.395 20.547 -9.560  -1.494
N5 -32.231 19.908 -10.482  -0.701
H45 -33.672 15.635 -8.223  0.296
H46 -33.493 16.200 -6.518  0.292
H47 -32.199 16.337 -7.559  0.325
H48 -32.424 17.602 -9.535  0.478
H49 -34.136 17.829 -9.838  0.279
H50 -32.636 20.069 -8.513  0.112
H51 -34.137 21.606 -9.576  0.413
H52 -34.975 20.388 -8.651  0.380
H53 -35.080 20.353 -10.385  0.342
H54 -32.470 20.817 -10.853  0.253
H55 -32.531 19.355 -11.273  0.250
C21 -20.459 14.765 -8.553  -0.731
O6 -21.707 15.391 -8.748  -0.330
C22 -22.692 14.393 -8.759  -0.726
C23 -24.113 15.029 -8.832  0.466
C24 -25.256 13.972 -8.995  -1.399
N6 -24.190 15.954 -9.954  -0.721
H56 -20.575 13.945 -7.844  0.321
H57 -19.752 15.483 -8.138  0.252
H58 -20.063 14.425 -9.510  0.273
H59 -22.595 13.791 -9.662  0.355
H60 -22.706 13.608 -8.002  0.373
H61 -24.364 15.657 -7.977  0.310
H62 -26.275 14.322 -8.833  0.374
H63 -25.034 13.300 -8.166  0.347
H64 -25.265 13.359 -9.896  0.323
H65 -23.389 16.541 -9.772  0.260
H66 -25.004 16.530 -9.795  0.259
O7 -27.425 19.450 -14.691  -0.644
H67 -27.700 18.533 -14.723  0.324
H68 -26.817 19.493 -13.953  0.319
O8 -27.657 20.356 -9.289  -0.643
H69 -27.820 20.438 -8.349  0.313
H70 -28.437 20.728 -9.701  0.325
O9 -26.200 14.713 -14.425  -0.649
H71 -25.862 15.294 -13.743  0.319
H72 -25.421 14.406 -14.888  0.323

Output
* E_LUMO: 0.424 eV
* Kohn-Sham gap: 0.352 Ha
* charge: 0
* HOMO: -0.3369 Ha
* ΔE to the lowest compared entry with this formula, charge and spin: 110.0 kcal/mol
* SMILES: COC[C@H](C)N.COC[C@H](C)N.COC[C@H](C)N.COC[C@H](C)N.COC[C@H](C)N.COC[C@H](C)N.O.O.O

No. 2
C24H72N6O9 | ωB97M-V/def2-TZVPD

Each line ends with the Mulliken charge.
Geometry (Å):
C1 -0.447 3.019 -4.598  -0.890
O1 -0.488 2.322 -3.429  -0.272
C2 -0.442 3.112 -2.210  -0.564
C3 -1.823 2.984 -1.577  0.337
C4 -1.843 3.647 -0.186  -1.409
N1 -2.275 1.562 -1.538  -0.634
H1 0.558 3.348 -4.936  0.285
H2 -1.194 3.891 -4.624  0.326
H3 -0.921 2.326 -5.295  0.266
H4 0.446 2.786 -1.623  0.206
H5 -0.245 4.166 -2.409  0.489
H6 -2.533 3.452 -2.246  0.333
H7 -1.101 3.147 0.446  0.097
H8 -2.720 3.276 0.305  0.442
H9 -1.877 4.713 -0.121  0.428
H10 -1.867 1.065 -0.810  0.211
H11 -1.995 1.202 -2.410  0.266
C5 6.633 6.319 -0.260  -0.788
O2 5.294 6.053 -0.715  -0.298
C6 4.221 6.780 -0.115  -0.854
C7 2.988 6.478 -0.848  0.249
C8 2.913 4.950 -1.347  -0.770
N2 2.939 7.359 -2.049  -0.720
H12 7.050 7.171 -0.767  0.279
H13 7.240 5.471 -0.552  0.229
H14 6.586 6.503 0.807  0.322
H15 4.118 6.418 0.880  0.415
H16 4.374 7.846 -0.104  0.386
H17 2.097 6.699 -0.317  0.422
H18 3.302 4.288 -0.588  0.323
H19 3.604 4.803 -2.167  0.378
H20 1.836 4.775 -1.600  -0.044
H21 2.964 8.301 -1.711  0.228
H22 3.715 7.226 -2.639  0.266
C9 1.475 -5.383 -5.146  -0.760
O3 1.856 -4.081 -4.908  -0.318
C10 0.807 -3.209 -5.024  -0.887
C11 0.941 -1.958 -4.109  0.759
C12 -0.264 -1.094 -4.260  -1.604
N3 2.179 -1.208 -4.397  -0.727
H23 1.298 -5.571 -6.183  0.349
H24 0.531 -5.673 -4.639  0.296
H25 2.233 -6.094 -4.823  0.272
H26 0.568 -2.811 -6.020  0.282
H27 -0.133 -3.683 -4.711  0.371
H28 1.098 -2.330 -3.110  0.223
H29 -0.116 -0.259 -3.602  0.247
H30 -1.191 -1.603 -4.122  0.532
H31 -0.171 -0.657 -5.252  0.419
H32 2.955 -1.881 -4.595  0.259
H33 2.114 -0.608 -5.241  0.245
C13 -1.015 0.198 5.832  -0.459
O4 -0.017 0.049 4.919  -0.333
C14 -0.135 0.914 3.774  -0.702
C15 0.999 0.404 2.788  0.199
C16 1.140 1.231 1.540  -1.463
N4 0.821 -1.035 2.463  -0.626
H34 -0.676 -0.118 6.837  0.262
H35 -1.912 -0.411 5.627  -0.020
H36 -1.279 1.291 5.934  0.320
H37 -1.155 0.807 3.303  0.099
H38 0.095 1.945 4.169  0.478
H39 1.878 0.386 3.406  0.469
H40 0.485 0.940 0.714  0.093
H41 2.110 1.092 1.175  0.559
H42 1.073 2.310 1.670  0.437
H43 0.711 -1.595 3.292  0.246
H44 1.780 -1.261 2.149  0.232
C17 -4.850 -2.127 4.838  -0.642
O5 -4.929 -1.121 3.879  -0.353
C18 -4.128 -1.345 2.755  -0.254
C19 -4.394 -0.256 1.785  0.162
C20 -5.860 -0.258 1.394  -1.399
N5 -3.489 -0.572 0.693  -0.346
H45 -3.759 -2.135 5.207  0.140
H46 -5.122 -3.113 4.516  0.320
H47 -5.505 -1.786 5.637  0.265
H48 -3.088 -1.285 3.009  0.001
H49 -4.263 -2.404 2.244  0.269
H50 -4.139 0.723 2.206  0.244
H51 -6.047 0.164 0.427  0.430
H52 -6.561 0.206 2.135  0.301
H53 -6.115 -1.385 1.360  0.283
H54 -3.626 0.145 -0.045  0.185
H55 -3.776 -1.443 0.236  0.228
C21 2.059 -5.038 0.428  -0.418
O6 1.135 -5.918 1.093  -0.440
C22 -0.028 -5.187 1.477  -1.022
C23 0.111 -4.569 2.838  1.043
C24 0.120 -5.614 3.957  -1.763
N6 -1.024 -3.551 3.159  -0.373
H56 2.017 -5.065 -0.684  0.197
H57 3.022 -5.273 0.882  0.342
H58 1.877 -3.993 0.718  0.055
H59 -0.256 -4.389 0.773  0.414
H60 -0.889 -5.830 1.434  0.487
H61 1.097 -4.045 2.812  0.030
H62 -0.722 -6.291 3.935  0.378
H63 0.096 -5.041 4.996  0.333
H64 1.021 -6.182 3.867  0.472
H65 -1.779 -3.927 3.674  0.294
H66 -1.549 -3.305 2.288  -0.022
O7 3.517 -0.637 -2.051  -0.709
H67 2.871 -0.687 -2.799  0.478
H68 2.969 -0.397 -1.284  0.290
O8 -2.189 -3.297 -1.308  -0.669
H69 -1.609 -4.040 -1.486  0.286
H70 -1.676 -2.608 -0.838  0.357
O9 -0.856 -1.374 0.215  0.192
H71 -1.591 -0.836 0.568  0.182
H72 -0.283 -1.416 0.963  0.062

Output
* E_LUMO: 0.614 eV
* Kohn-Sham gap: 0.362 Ha
* charge: 0
* HOMO: -0.3391 Ha
* ΔE to the lowest compared entry with this formula, charge and spin: 54.5 kcal/mol
* SMILES: COC[C@H](C)N.COC[C@H](C)N.COC[C@H](C)N.COC[C@H](C)N.COC[C@H](C)N.COC[C@H](C)N.O.O.O

No. 3
C24H75N13O11 | ωB97M-V/def2-TZVPD

Each line ends with the Mulliken charge.
Geometry (Å):
C1 2.594 -0.591 -2.666  -0.810
O1 1.945 -0.175 -1.516  0.146
C2 0.537 0.101 -1.670  -1.278
C3 -0.085 0.941 -0.510  2.410
C4 -0.049 0.063 0.722  -1.332
N1 -1.428 1.427 -0.812  -0.294
H1 3.624 -0.427 -2.410  0.092
H2 2.331 0.084 -3.505  0.293
H3 2.347 -1.595 -3.003  0.251
H4 0.352 0.360 -2.697  0.331
H5 -0.018 -0.804 -1.519  0.351
H6 0.584 1.769 -0.392  -0.824
H7 0.953 -0.296 0.933  -0.499
H8 -0.599 -0.815 0.492  0.624
H9 -0.376 0.551 1.604  0.351
H10 -2.061 0.948 -0.170  -0.128
H11 -1.628 2.415 -0.668  0.290
C5 1.037 4.460 -0.180  -0.683
O2 1.774 3.986 -1.267  -0.465
C6 1.025 4.087 -2.451  -0.726
C7 1.704 3.336 -3.567  1.670
C8 2.875 4.146 -4.201  -1.883
N2 0.785 2.938 -4.604  -0.536
H12 0.057 3.949 -0.138  0.145
H13 0.788 5.522 -0.275  0.392
H14 1.586 4.251 0.749  0.270
H15 -0.016 3.659 -2.304  0.287
H16 0.913 5.187 -2.648  0.337
H17 2.131 2.423 -3.140  -0.661
H18 2.540 4.953 -4.813  0.440
H19 3.348 3.482 -4.868  0.483
H20 3.695 4.496 -3.636  0.404
H21 0.731 3.564 -5.398  0.216
H22 0.762 1.934 -4.827  0.218
C9 -0.777 -8.129 -4.101  -0.734
O3 -0.925 -6.677 -4.205  -0.280
C10 -2.086 -6.241 -3.424  -0.633
C11 -2.659 -5.062 -4.211  0.488
C12 -1.724 -3.861 -4.356  -1.296
N3 -3.862 -4.588 -3.601  -0.480
H23 -1.729 -8.636 -4.287  0.322
H24 -0.384 -8.423 -3.100  0.252
H25 -0.075 -8.302 -4.897  0.255
H26 -2.878 -7.045 -3.321  0.307
H27 -1.877 -5.841 -2.445  0.237
H28 -2.864 -5.557 -5.192  0.136
H29 -0.779 -4.242 -4.612  0.588
H30 -1.528 -3.445 -3.360  0.179
H31 -2.176 -3.077 -4.922  0.302
H32 -4.604 -5.240 -3.624  0.208
H33 -4.187 -3.772 -4.048  0.215
C13 -4.890 2.822 6.157  -0.843
O4 -3.903 2.677 5.153  -0.194
C14 -2.552 2.757 5.585  -0.373
C15 -2.086 4.190 5.653  0.449
C16 -2.607 5.053 4.462  -1.232
N4 -0.660 4.118 5.763  -0.603
H34 -5.121 3.879 6.290  0.316
H35 -4.683 2.343 7.174  0.302
H36 -5.788 2.311 5.833  0.269
H37 -2.427 2.308 6.599  0.352
H38 -2.015 2.187 4.849  -0.010
H39 -2.474 4.636 6.625  0.215
H40 -3.723 5.077 4.503  0.285
H41 -2.353 4.631 3.491  0.234
H42 -2.156 6.064 4.463  0.380
H43 -0.330 5.080 5.909  0.286
H44 -0.282 3.895 4.839  0.196
C17 4.736 -1.176 2.056  -0.847
O5 4.053 -1.838 3.057  -0.369
C18 3.416 -2.961 2.653  -1.122
C19 2.092 -2.783 1.883  2.879
C20 0.909 -2.485 2.753  -1.536
N5 1.786 -4.116 1.144  -0.842
H45 4.191 -1.032 1.132  0.339
H46 5.558 -1.862 1.765  0.397
H47 5.095 -0.245 2.484  0.325
H48 4.089 -3.583 2.025  0.378
H49 3.204 -3.588 3.508  0.387
H50 2.148 -1.929 1.245  -1.400
H51 -0.043 -2.699 2.240  0.352
H52 0.937 -1.462 3.047  0.250
H53 0.870 -3.078 3.684  0.351
H54 0.925 -4.049 0.693  0.249
H55 2.429 -4.347 0.403  0.271
N6 -3.951 -1.636 -2.261  -0.360
C21 -3.749 -1.236 -3.530  0.528
N7 -3.024 -0.066 -3.701  -0.289
O6 -4.168 -1.822 -4.514  -0.749
H56 -3.882 -2.680 -2.269  0.368
H57 -3.290 -1.270 -1.560  0.101
H58 -2.819 0.491 -2.890  0.121
H59 -3.276 0.476 -4.558  0.244
N8 5.853 1.055 -1.244  -0.222
C22 6.205 -0.245 -1.339  0.528
N9 7.639 -0.355 -1.418  -0.657
O7 5.431 -1.185 -1.191  -0.554
H60 6.584 1.797 -1.325  0.246
H61 4.887 1.227 -1.011  0.224
H62 7.960 0.112 -2.263  0.277
H63 7.864 -1.313 -1.674  0.319
N10 1.430 1.215 4.699  -0.471
C23 1.510 1.745 3.473  0.549
N11 2.469 1.173 2.689  -0.092
O8 0.837 2.701 3.194  -0.630
H64 1.274 2.031 5.261  0.307
H65 2.230 0.630 4.902  0.197
H66 2.607 1.474 1.762  0.253
H67 2.837 0.254 2.952  -0.002
N12 -3.957 1.028 2.523  -0.221
C24 -4.174 0.401 1.337  0.638
N13 -5.425 0.562 0.831  -0.467
O9 -3.291 -0.385 1.000  -0.464
H68 -4.571 1.669 2.904  0.022
H69 -3.181 0.771 3.110  0.096
H70 -5.562 0.281 -0.142  0.266
H71 -5.986 1.343 1.158  0.214
O10 3.182 1.952 -0.331  -0.753
H72 2.671 1.475 -0.982  0.006
H73 2.770 2.814 -0.289  0.411
O11 -3.036 -3.124 -0.039  -0.552
H74 -3.460 -3.954 0.176  0.227
H75 -3.427 -2.394 0.502  0.299

Output
* E_LUMO: 0.349 eV
* Kohn-Sham gap: 0.330 Ha
* charge: 0
* HOMO: -0.3170 Ha
* SMILES: COC[C@H](C)N.COC[C@H](C)N.COC[C@H](C)N.COC[C@H](C)N.COC[C@H](C)N.NC(N)=O.NC(N)=O.NC(N)=O.NC(N)=O.O.O